C54H61BF4IrOP3Si2 as an isolated structure. Source: the OMol25 dataset; level of theory: ωB97M-V/def2-TZVPD.

```
127
Properties=species:S:1:pos:R:3
Ir 0.08895 -0.20826 -0.45433
C -2.85237 -0.50695 -3.73529
C -2.50178 0.97278 -3.53427
P -2.84797 1.42770 -1.78389
C -1.28136 2.07915 -1.08173
C -1.00488 1.71931 0.25851
C -0.01821 2.44589 0.98715
C 0.73251 3.40156 0.36137
C 0.51273 3.67839 -1.00101
C -0.47299 3.03488 -1.71050
C -3.79907 2.98356 -1.90453
C -3.58100 4.04522 -1.02679
C -4.39233 5.16982 -1.06466
C -5.43872 5.24634 -1.97137
C -5.67573 4.18758 -2.83586
C -4.86673 3.06240 -2.79860
C -1.91026 -1.53343 -3.09376
P -1.59054 -1.52571 -1.29348
C -0.93314 -3.18471 -0.92157
C -0.59312 -4.13112 -1.87782
C -0.12791 -5.37862 -1.48229
C 0.00800 -5.68105 -0.13804
C -0.32673 -4.73529 0.82400
C -0.79819 -3.49566 0.43356
C -3.21403 -1.72598 -0.45721
C -3.94677 -2.83231 -0.89433
C -5.19285 -3.11421 -0.35738
C -5.71150 -2.31585 0.65043
C -4.98204 -1.22891 1.10754
C -3.74877 -0.93082 0.54866
H -2.85397 -0.72686 -4.80574
H -3.87097 -0.68976 -3.37995
H -3.11138 1.59319 -4.19138
H -1.45565 1.15547 -3.77330
H -1.75175 1.18099 0.83429
H 0.12923 2.22734 2.03563
H 1.48817 3.94743 0.91125
H 1.11510 4.43255 -1.49297
H -0.65478 3.29023 -2.74630
H -2.76930 4.00861 -0.30952
H -4.20365 5.98934 -0.38347
H -6.06969 6.12443 -2.00132
H -6.49536 4.23486 -3.54073
H -5.07968 2.24029 -3.47208
H -0.91560 -1.49355 -3.54494
H -2.31996 -2.52779 -3.28665
H -0.65965 -3.90572 -2.93218
H 0.14249 -6.10855 -2.23321
H 0.37424 -6.65401 0.16227
H -0.23069 -4.96663 1.87729
H -1.07625 -2.77090 1.19325
H -3.54182 -3.49366 -1.65018
H -5.74984 -3.96732 -0.72086
H -6.67949 -2.54004 1.07853
H -5.37771 -0.59775 1.89264
H -3.22428 -0.05695 0.89818
O 1.30322 0.10270 1.21580
P 2.75883 0.08107 1.69358
C 3.14802 -1.45687 2.51192
C 2.63563 -2.64817 1.99757
C 2.97821 -3.85178 2.59185
C 3.82900 -3.87090 3.68855
C 4.34391 -2.68652 4.19854
C 4.00555 -1.47724 3.61282
C 3.88540 0.36685 0.34278
C 5.13440 -0.24956 0.31900
C 6.01170 0.01984 -0.71864
C 5.64479 0.90025 -1.72693
C 4.39939 1.51159 -1.70548
C 3.51758 1.24691 -0.67220
C 2.96051 1.40141 2.89163
C 2.17538 1.36744 4.04661
C 2.24797 2.40177 4.96305
C 3.10394 3.47338 4.73149
C 3.88659 3.50978 3.58733
C 3.81644 2.47478 2.66356
H 1.98757 -2.64031 1.13121
H 2.58807 -4.77531 2.18491
H 4.09653 -4.81377 4.14736
H 5.00674 -2.70432 5.05309
H 4.40338 -0.55364 4.01507
H 5.41281 -0.95296 1.09398
H 6.97634 -0.46823 -0.74794
H 6.32967 1.10021 -2.54070
H 4.10656 2.18250 -2.50258
H 2.53992 1.71427 -0.67280
H 1.51065 0.52966 4.22921
H 1.64335 2.37096 5.85998
H 3.16319 4.27937 5.45102
H 4.55713 4.34091 3.41411
H 4.43079 2.50012 1.77220
C 3.25344 -0.20147 -5.17957
Si 1.71372 0.83103 -5.01333
C 0.45646 0.37737 -6.32098
C 2.09039 2.66438 -5.09043
C 0.95931 0.48564 -3.37225
C 0.48966 0.25563 -2.27800
H 3.79020 0.04036 -6.09962
H 2.99516 -1.26178 -5.19827
H 3.92420 -0.05141 -4.33192
H 0.85288 0.55855 -7.32253
H -0.46055 0.96197 -6.21636
H 0.19713 -0.68157 -6.25325
H 2.68849 2.90560 -5.97162
H 2.64544 2.99305 -4.20897
H 1.17022 3.25110 -5.14400
C -0.78211 0.48178 5.89171
Si -2.01961 -0.41631 4.81205
C -3.63626 0.52815 4.75262
C -2.33119 -2.14398 5.46057
C -1.35499 -0.54240 3.08413
H -1.17460 0.61436 6.90192
H -0.56172 1.47369 5.48906
H 0.15442 -0.07548 5.97340
H -4.09853 0.57182 5.74113
H -4.34432 0.04093 4.07814
H -3.49025 1.55287 4.40494
H -2.78229 -2.10897 6.45477
H -1.40422 -2.71606 5.53190
H -3.01267 -2.68976 4.80426
H -0.35296 -0.27750 2.76191
H -1.97279 -0.98828 2.30875
F 1.46465 -2.60601 -2.91625
B 2.31487 -2.46194 -1.85947
F 1.40554 -1.74076 -0.68705
F 3.33160 -1.58780 -2.05689
F 2.65118 -3.61396 -1.22254
```

gap between HOMO and LUMO (alpha / beta) = 6.9655 / 6.9648 eV
energy above the lowest of the compared OMol25 structures with the same formula, charge and spin = 36.5 kcal per mole
LUMO (alpha / beta) = -3.55 / -3.55 eV
charge = +1
M = 1154.2 Da
spin multiplicity = 2
E_HOMO (alpha / beta) = -10.519 / -10.519 eV
⟨S²⟩ = 0.753
DFT total energy = -4301.29567 hartree